(1)
ORCA calculation (ωB97M-V/def2-TZVPD) on a structure of composition C12H19BBr30NO2P in a non-equilibrium geometry.

Last column: natural (NBO) charge in e.
Positions of all 66 atoms, in Å:
N 2.52077 1.88886 3.97545  -0.8686
C 2.23120 0.43572 3.87047  -0.1983
C 0.72869 0.11498 3.49615  -0.8193
B -0.35533 0.80226 4.47397  0.7044
O -0.94868 0.08453 5.55265  -0.8729
P -0.88160 2.63283 4.13764  1.1409
O -1.01553 3.47854 5.41639  -1.0985
H 2.32243 2.23938 4.91324  0.3658
H 3.49120 2.08085 3.71708  0.3740
H 2.60390 -0.13703 4.77846  0.1689
H 2.87173 0.06140 3.01517  0.1930
H 0.52624 0.51950 2.43725  0.2366
H 0.59672 -1.00853 3.55072  0.2299
H -1.05168 -0.84126 5.26111  0.4980
H -2.18114 2.62069 3.51271  -0.0554
H 0.07454 3.15690 3.19834  -0.0370
C -1.66329 -1.14793 0.00697  -0.4908
Br -0.24422 -1.27363 -1.30420  0.0763
Br -2.07754 -2.87629 0.77566  0.0949
Br -1.26944 0.18881 1.36092  0.0971
H -2.55177 -0.81479 -0.51849  0.2303
C 1.33364 0.63626 -4.36264  -0.5042
Br 2.89732 -0.23522 -3.62233  0.0826
Br 1.40680 2.55850 -4.14475  0.0941
Br 1.03345 0.13291 -6.21017  0.0954
H 0.47754 0.28485 -3.79490  0.2289
C 3.60799 -2.61179 -0.57607  -0.4976
Br 5.07123 -2.76882 -1.83661  0.0897
Br 3.12165 -4.32723 0.18032  0.0851
Br 3.98366 -1.29999 0.79801  0.0798
H 2.74568 -2.25271 -1.13074  0.2260
C 5.08690 0.15167 7.11172  -0.4945
Br 6.39571 -0.11036 8.51450  0.0952
Br 3.86621 1.59600 7.52881  0.0950
Br 5.92530 0.39574 5.38206  0.0836
H 4.49640 -0.75730 7.05335  0.2248
C 7.06394 -4.30842 -5.00144  -0.4933
Br 7.87737 -3.32485 -3.54363  0.0979
Br 5.45823 -3.43817 -5.64630  0.0957
Br 8.32497 -4.64331 -6.43246  0.0933
H 6.76634 -5.27462 -4.60642  0.2260
C -3.47537 0.30656 -3.45959  -0.4936
Br -2.03471 0.16849 -4.74332  0.0994
Br -3.91328 -1.41869 -2.69561  0.0865
Br -3.09410 1.62184 -2.08886  0.0912
H -4.35307 0.65171 -3.99763  0.2294
C -2.42940 7.17675 5.36363  -0.4871
Br -1.57022 8.27290 6.70924  0.0842
Br -4.10645 7.94641 4.77234  0.0757
Br -1.24655 6.80566 3.87821  0.0885
H -2.66158 6.22318 5.82916  0.2397
C -2.39541 0.18250 -9.15172  -0.4921
Br -1.82945 -1.66554 -9.02438  0.0888
Br -3.99884 0.51685 -8.11818  0.0870
Br -0.96717 1.40393 -8.68148  0.0953
H -2.64406 0.36856 -10.19163  0.2258
C -8.47074 0.46952 -8.87622  -0.4930
Br -7.63849 -0.64236 -10.22585  0.0926
Br -8.45905 -0.38174 -7.13632  0.0869
Br -7.68086 2.23656 -8.81497  0.0912
H -9.50997 0.59471 -9.16286  0.2261
C -1.69936 -4.78796 5.66305  -0.4932
Br -1.93652 -3.34929 4.38606  0.0746
Br 0.15907 -5.30943 5.81702  0.0951
Br -2.47121 -4.35405 7.38450  0.1014
H -2.24074 -5.64605 5.27743  0.2268

Energy above the lowest of the compared OMol25 structures with the same formula, charge and spin, eV: 1.466
Spin multiplicity: 1
Strongest force on any atom, hartree/bohr: 0.069
HOMO-LUMO gap, Ha: 0.3149

***

(2)
ORCA calculation (ωB97M-V/def2-TZVPD) on a cluster of 2 separate species, C12H19BBrNO4P in total in a non-equilibrium geometry.

Last column: natural (NBO) charge in e.
Positions of all 39 atoms, in Å:
N -3.05867 3.14398 1.82885  -1.0224
B -1.76080 3.79101 1.71259  0.8013
O -1.54532 5.18371 1.68474  -0.8819
P -0.14474 2.69597 1.53278  0.7657
Br -0.41480 0.79749 2.67889  -0.0334
C 0.08596 2.42289 -0.30284  -0.6976
C 1.30144 1.47400 -0.67480  -0.4353
C 1.04411 1.02315 -2.16450  -0.0324
C 1.17790 2.09717 -3.16663  -0.2482
C 0.91330 1.78307 -4.56193  -0.2008
C 0.52066 0.42524 -4.91607  -0.2066
C 0.40973 -0.63682 -3.91194  -0.1876
C 0.66811 -0.33981 -2.50991  -0.2299
H -3.05540 2.39199 1.11921  0.3995
H -3.73151 3.82449 1.43977  0.4126
H -1.35280 5.39460 0.74573  0.5112
H 0.94954 3.40314 2.12312  0.0853
H -0.84865 1.89063 -0.64975  0.2758
H 0.09234 3.40989 -0.83536  0.2744
H 1.37811 0.60874 0.02690  0.2367
H 2.22688 2.11003 -0.70685  0.2344
H 1.46346 3.13822 -2.87222  0.2105
H 0.98699 2.60691 -5.30187  0.2316
H 0.29346 0.15579 -5.97321  0.2326
H 0.10886 -1.66083 -4.23627  0.2381
H 0.58768 -1.08688 -1.67907  0.2578
C -0.56732 -4.37887 3.70265  -0.6273
C 0.03855 -4.36599 2.31740  0.0575
C 1.22834 -3.45627 2.18461  -0.0935
O 1.17296 -3.07660 0.80927  -0.4923
C -0.12989 -3.16759 0.42634  0.9716
O -0.56216 -2.73839 -0.59967  -0.5873
O -0.87453 -3.80807 1.36364  -0.4836
H -1.37250 -5.11353 3.75558  0.2371
H 0.17866 -4.62871 4.45878  0.2286
H -1.01129 -3.41050 3.94475  0.2139
H 0.27874 -5.38551 2.00108  0.1957
H 2.16647 -3.96394 2.40667  0.2162
H 1.15814 -2.55381 2.79955  0.1721

Net charge: +1
Spin multiplicity: 1
Strongest force on any atom, hartree/bohr: 0.062
HOMO-LUMO gap, Ha: 0.2558

***

(3)
ORCA calculation (ωB97M-V/def2-TZVPD) on a structure of composition C12H19GdO4P in a non-equilibrium geometry.

Last column: Löwdin spin population.
Positions of all 37 atoms, in Å:
Gd 1.88133 -1.37872 -0.22942  7.5255
C 0.71686 0.43255 1.63749  -0.0816
O 1.01598 1.50589 2.17461  -0.1158
C 3.84339 -0.37491 1.04225  -0.0153
O 4.75592 0.19644 1.45952  -0.0121
C 2.31736 0.94542 -0.59245  0.0136
O 2.58041 2.07371 -0.59413  0.0192
C 1.42253 -0.86323 2.17307  -0.1866
O 1.33830 -1.54236 3.15099  -0.1832
C 2.75256 -3.05174 -1.60876  0.0444
H 2.15171 -3.89026 -1.22953  0.0037
H 2.45725 -2.66806 -2.59398  0.0029
C 3.93789 -2.67848 -1.00358  -0.0457
H 4.68870 -2.06111 -1.51109  -0.0016
H 4.38173 -3.25133 -0.17949  -0.0010
C -2.25126 0.64835 2.47880  0.0006
C -2.15127 -0.08778 1.15823  0.0073
P -0.68007 0.38261 0.24176  -0.0046
C -0.81979 -0.63152 -1.32692  0.0196
C -2.11792 -0.31330 -2.11415  0.0042
C -0.93233 2.10631 -0.25143  -0.0068
C -2.36220 2.63609 -0.45702  -0.0024
H -1.44801 0.36315 3.15356  0.0002
H -3.18810 0.43247 2.99169  0.0001
H -2.19907 1.73024 2.34624  0.0000
H -2.09852 -1.17663 1.27806  0.0003
H -3.01406 0.11721 0.51665  0.0016
H 0.07896 -0.43496 -1.95105  0.0079
H -0.80791 -1.69894 -1.02215  0.0065
H -2.04540 0.64515 -2.65104  0.0001
H -2.27645 -1.10587 -2.86376  -0.0004
H -2.99276 -0.30563 -1.44718  0.0001
H -0.40546 2.65913 0.53680  0.0002
H -0.35081 2.24906 -1.17155  0.0000
H -2.86982 2.17015 -1.30825  0.0000
H -2.98192 2.51246 0.43565  0.0000
H -2.32772 3.70843 -0.66843  -0.0008

Net charge: +3
⟨S²⟩: 16.68
Spin multiplicity: 8
Strongest force on any atom, hartree/bohr: 0.141
HOMO-LUMO gap (alpha / beta), Ha: 0.2115 / 0.2471

***

(4)
ORCA calculation (ωB97M-V/def2-TZVPD) on a structure of composition C12H19MnO4P in a non-equilibrium geometry.

Last column: Löwdin spin population.
Positions of all 37 atoms, in Å:
Mn -1.59689 -0.58047 -0.88238  2.6284
O 0.07109 -3.04283 -1.37929  0.0201
C -0.58345 -2.08167 -1.24947  -0.0018
C -2.39096 0.89516 -0.06813  -0.0023
O -2.79395 1.80729 0.54445  0.0267
C -2.14796 -1.50137 0.54666  -0.0039
O -2.41501 -2.08403 1.52212  0.0337
C -1.16510 0.29383 -2.44401  0.0079
O -0.84343 0.84202 -3.41537  0.0275
C -3.34522 -2.06482 -2.37234  0.0765
H -2.85643 -2.07761 -3.36176  0.0011
H -3.33793 -3.02194 -1.82244  0.0008
C -4.02894 -0.99254 -1.94973  0.0749
H -4.63411 -1.00984 -1.04047  0.0017
H -4.10750 -0.10062 -2.57407  0.0020
C 0.56469 -0.43036 2.88201  0.0990
C 0.45858 0.73974 1.91868  0.1710
P 0.47957 0.16163 0.17441  0.2528
C 0.92634 1.78521 -0.52158  0.1968
C 2.02005 2.68300 0.05678  0.0786
C 2.16427 -0.72118 0.07485  0.0567
C 3.35452 -0.19793 0.90316  0.0356
H -0.28442 -1.10724 2.75764  0.0046
H 0.57688 -0.04789 3.90624  0.0481
H 1.49199 -0.97497 2.70710  0.0025
H -0.46697 1.33720 2.06264  0.0006
H 1.32897 1.40746 2.03396  0.0083
H 1.19987 1.54498 -1.56673  0.0336
H -0.02667 2.34705 -0.54181  0.0210
H 3.02225 2.38589 -0.24260  0.0019
H 1.87433 3.69829 -0.32348  0.0264
H 2.04494 2.77427 1.13505  0.0249
H 1.99564 -1.80281 0.23729  0.0139
H 2.39577 -0.63160 -1.00914  0.0085
H 3.10944 0.10385 1.93303  0.0003
H 4.11136 -0.99886 0.95888  0.0147
H 3.83441 0.66370 0.40984  0.0067

Net charge: +3
⟨S²⟩: 6.05
Spin multiplicity: 5
Strongest force on any atom, hartree/bohr: 0.193
HOMO-LUMO gap (alpha / beta), Ha: 0.2951 / 0.1727

***

(5)
ORCA calculation (ωB97M-V/def2-TZVPD) on a structure of composition C12H19N9O2RhS in a non-equilibrium geometry.

Last column: Löwdin spin population.
Positions of all 44 atoms, in Å:
Rh 0.09129 -0.81557 -0.45527  2.7211
N 2.88490 -4.29425 -0.58815  0.0161
C 1.81205 -3.50391 -0.47704  0.0397
S 1.96614 -2.07189 0.52168  0.3559
N 0.72724 -3.89666 -1.09496  0.0220
N -0.27327 -3.00551 -0.91675  0.1278
C -1.42816 -3.30042 -1.34035  0.0406
C -2.52468 -2.35397 -1.05133  0.0109
C -3.84270 -2.65057 -1.31561  0.0064
C -4.82095 -1.73366 -0.95007  0.0036
C -4.45046 -0.55709 -0.32656  0.0049
C -3.10344 -0.32518 -0.10502  0.0137
N -2.16558 -1.20355 -0.46901  0.0973
H 3.74933 -4.04405 -0.15217  0.0041
H 2.82353 -5.13222 -1.13857  0.0016
H -1.61098 -4.24517 -1.83962  0.0053
H -4.09603 -3.59254 -1.79022  0.0008
H -5.86627 -1.94449 -1.14848  0.0001
H -5.18541 0.17833 -0.02256  0.0006
H -2.74935 0.58354 0.36253  0.0008
C 1.58550 3.63314 2.71010  0.0020
N 1.53181 2.20016 2.41393  0.0150
C 2.29516 1.33056 3.30363  0.0007
C 0.84373 1.68189 1.37447  0.0169
N 0.46869 0.44244 1.30732  0.1240
N 0.55254 2.60012 0.37920  0.0004
C -0.07027 2.34889 -0.83546  0.0186
N 0.00221 3.39411 -1.69541  0.0100
N -0.73484 1.26241 -1.04616  0.0816
H 1.61039 3.76262 3.78902  0.0001
H 0.69850 4.14058 2.34409  0.0002
H 2.48178 4.10689 2.29395  0.0008
H 3.23882 1.81994 3.54219  0.0000
H 2.53182 0.39198 2.81099  0.0002
H 1.76237 1.13065 4.23389  0.0001
H 0.70210 -0.07487 2.13631  0.0025
H 1.17766 3.38490 0.36540  0.0000
H 0.69929 4.10530 -1.57041  0.0013
H -0.27592 3.23059 -2.64570  0.0001
H -1.13266 1.24168 -1.97498  0.0024
O 2.26940 1.25474 -1.30455  0.0067
C 2.06363 0.45980 -2.22723  0.0174
O 1.18444 -0.51261 -2.22417  0.2181
H 2.57663 0.57294 -3.18292  0.0074

Net charge: +1
⟨S²⟩: 6.01
Spin multiplicity: 5
Strongest force on any atom, hartree/bohr: 0.024
HOMO-LUMO gap (alpha / beta), Ha: 0.2857 / 0.2336

***

(6)
ORCA calculation (ωB97M-V/def2-TZVPD) on a cluster of 2 separate species, C12H19NO in total in a non-equilibrium geometry.

Last column: natural (NBO) charge in e.
Positions of all 33 atoms, in Å:
C -1.07165 -0.06181 -0.32441  -0.1614
C -2.17202 0.18015 0.10076  -0.2419
C -4.38992 -0.66984 -0.70584  0.1563
C 5.39500 1.15779 -0.21415  -0.6133
C -4.82389 -0.43029 1.88680  -0.6799
C -4.56900 2.20486 -0.49626  -0.2940
C 0.26185 -0.36721 -0.75617  -0.4825
C 4.86390 -0.26220 -0.48445  -0.3859
C 0.99642 -1.36637 0.18625  -0.3501
C 3.41758 -0.30526 0.18740  -0.3937
C 2.55776 -1.52228 -0.15365  -0.3959
C -4.58911 0.08192 0.47215  0.4807
N -4.31979 -1.11433 -1.77754  -0.2208
O -4.96942 1.39955 0.52469  -0.4424
H 4.64259 1.92445 -0.37957  0.2054
H 6.40846 1.35574 -0.83474  0.2032
H 5.59048 1.40560 0.80455  0.2086
H -5.70562 0.13987 2.22586  0.2513
H -3.87903 -0.26629 2.47260  0.2818
H -4.93337 -1.53308 1.94336  0.2400
H -4.48923 3.21446 -0.09543  0.2054
H -5.08976 2.28519 -1.44473  0.2005
H -3.58582 1.82737 -0.83934  0.2299
H 0.22544 -0.80730 -1.75027  0.2250
H 0.94590 0.44887 -0.65874  0.2178
H 4.51168 -0.47077 -1.58603  0.1936
H 5.43213 -0.96659 -0.02297  0.1994
H 0.58415 -2.41041 0.03125  0.1929
H 0.90278 -1.16668 1.20216  0.1967
H 2.88021 0.56411 -0.04408  0.1883
H 3.60528 -0.46588 1.26339  0.1915
H 2.59118 -1.60729 -1.19499  0.1871
H 2.77484 -2.39607 0.46212  0.2063

Energy above the lowest of the compared OMol25 structures with the same formula, charge and spin, eV: 8.144
Spin multiplicity: 1
Strongest force on any atom, hartree/bohr: 0.117
HOMO-LUMO gap (alpha / beta), Ha: 0.2790 / 0.2791

***

no.,molecular weight (g/mol),E_tot (Ha)
1,2648.2,-78260.390743
2,363.0,-3764.413067
3,415.5,-1875.299170
4,313.2,-2260.589214
5,456.3,-1620.470317
6,193.3,-598.349017